Record 1
{"formula": "C25H26BeN8O2S", "method": "wB97M-V/def2-TZVPD", "lumo_energy_ha": [-0.0055, -0.0007], "orbital_gap_ev": [7.54, 6.02], "energy_ev": -53600.8368, "e_above_lowest_kcal_mol": 0.0, "homo_energy_ha": [-0.283, -0.222], "total_charge": 0, "elements": ["S", "O", "O", "N", "N", "N", "N", "N", "N", "N", "N", "C", "C", "C", "C", "C", "C", "C", "C", "C", "C", "C", "C", "C", "C", "C", "C", "C", "C", "C", "C", "C", "C", "C", "C", "C", "Be", "H", "H", "H", "H", "H", "H", "H", "H", "H", "H", "H", "H", "H", "H", "H", "H", "H", "H", "H", "H", "H", "H", "H", "H", "H", "H"], "coordinates": [[-1.390, 1.894, -0.071], [-0.914, -1.312, -0.061], [-2.239, -3.102, -6.481], [-1.473, -2.001, -4.677], [-0.047, -2.606, -6.499], [-1.733, 2.548, -2.629], [-0.057, -0.041, 1.744], [0.066, 3.505, -1.627], [0.002, -0.007, -2.023], [1.805, -0.041, 0.048], [1.147, -0.038, 2.296], [-2.432, -0.116, 2.272], [1.486, -2.878, -4.605], [3.457, -0.033, 1.843], [-1.289, -2.590, -5.911], [-3.465, -0.134, 3.188], [-1.881, -0.050, 4.980], [3.558, -1.927, -6.155], [2.758, -2.756, -4.071], [0.020, -0.080, -4.774], [-1.008, 2.686, -1.503], [5.198, -2.131, -4.255], [0.741, 0.863, -4.099], [-0.843, -0.031, 4.066], [2.122, -0.035, 1.383], [-3.197, -0.099, 4.549], [-0.706, -1.012, -4.049], [-1.101, -0.061, 2.697], [4.473, -0.036, 0.943], [4.164, -0.046, -0.430], [0.716, 0.859, -2.712], [3.810, -2.272, -4.833], [-0.713, -0.915, -2.677], [1.234, -2.495, -5.911], [2.288, -2.045, -6.690], [2.851, -0.048, -0.807], [-0.045, -0.044, -0.063], [2.115, -1.764, -7.724], [4.940, -0.054, -1.181], [-2.649, -0.157, 1.220], [5.225, -2.444, -3.218], [5.501, -0.035, 1.277], [1.321, 1.607, -4.631], [5.905, -2.739, -4.811], [0.699, -3.286, -3.987], [5.525, -1.096, -4.304], [2.602, -0.063, -1.859], [0.564, 3.716, -0.781], [-4.006, -0.115, 5.267], [0.070, 4.216, -2.340], [3.646, -0.029, 2.906], [-1.282, -1.605, -2.069], [0.006, -0.089, -5.855], [-2.342, -2.228, -4.237], [-1.301, 2.717, -3.524], [-2.464, 1.858, -2.609], [1.289, 1.596, -2.170], [-4.487, -0.178, 2.838], [2.925, -3.053, -3.043], [4.363, -1.558, -6.779], [0.175, 0.008, 4.420], [-1.659, -0.025, 6.038], [-0.060, -2.862, -7.464]], "mulliken_charge": [-0.28, -0.43, -0.70, -0.06, -0.08, -0.39, 0.55, -0.27, 1.58, 0.18, -0.63, -0.09, -0.15, -0.60, 0.25, -0.87, -0.64, -0.81, -0.66, 0.07, 0.01, -1.61, -2.21, -0.40, -0.09, -0.42, -0.57, 0.56, -0.36, -1.01, -0.43, 0.83, -0.77, 0.16, -0.48, -0.14, -0.51, 0.41, 0.51, 0.39, 0.35, 0.39, 0.51, 0.42, 0.54, 0.33, 0.73, 0.25, 0.37, 0.23, 0.50, 0.75, 0.59, 0.26, 0.25, 0.27, 1.30, 0.35, 0.36, 0.40, 0.39, 0.36, 0.24]}

=====

Record 2
{"formula": "C3H4Cl2", "method": "wB97M-V/def2-TZVPD", "lumo_energy_ha": 0.0288, "orbital_gap_ev": 10.95, "smiles": "C=CC(Cl)Cl", "energy_ev": -28219.7857, "e_above_lowest_kcal_mol": 8.6, "homo_energy_ha": -0.373, "total_charge": 0, "elements": ["Cl", "Cl", "C", "C", "C", "H", "H", "H", "H"], "coordinates": [[0.404, 1.644, -0.043], [1.332, -1.177, -0.034], [-0.030, -0.055, 0.375], [-1.246, -0.406, -0.404], [-2.469, -0.551, 0.124], [-2.542, -0.749, 1.179], [-3.404, -0.489, -0.460], [-1.017, -0.571, -1.442], [-0.065, -0.051, 1.463]], "mulliken_charge": [-0.16, -0.17, 0.07, -0.22, -0.60, 0.24, 0.24, 0.31, 0.29]}

=====

Record 3
{"formula": "C4H4N2O", "method": "wB97M-V/def2-TZVPD", "lumo_energy_ha": -0.0416, "orbital_gap_ev": 7.33, "energy_ev": -9233.2349, "e_above_lowest_kcal_mol": 167.3, "homo_energy_ha": -0.311, "total_charge": 0, "elements": ["O", "N", "N", "C", "C", "C", "C", "H", "H", "H", "H"], "coordinates": [[-0.698, 1.228, 0.102], [1.143, 0.967, 1.389], [1.365, 2.132, 1.654], [0.312, 0.481, 0.439], [0.523, -0.913, -0.057], [-0.655, 2.542, 0.369], [0.391, 3.358, 0.679], [-1.552, 2.982, 0.280], [0.279, -1.527, 0.788], [-0.194, -1.349, -0.901], [1.499, -1.148, -0.232]], "mulliken_charge": [-0.24, 0.03, -0.42, 0.75, -1.02, -0.23, -0.25, 0.46, 0.30, 0.27, 0.35]}

=====

Record 4
{"formula": "C6H16N2", "method": "wB97M-V/def2-TZVPD", "lumo_energy_ha": [-0.2638, -0.5183], "orbital_gap_ev": [9.45, 6.53], "energy_ev": -9436.6608, "e_above_lowest_kcal_mol": 0.0, "homo_energy_ha": [-0.611, -0.758], "total_charge": 2, "s2": 2.008, "spin_multiplicity": 3, "elements": ["N", "N", "C", "C", "C", "C", "C", "C", "H", "H", "H", "H", "H", "H", "H", "H", "H", "H", "H", "H", "H", "H", "H", "H"], "coordinates": [[-1.745, 0.158, -0.204], [0.792, -0.083, 0.058], [0.726, -1.119, -0.967], [-2.438, -1.103, -0.143], [0.753, -0.776, 1.419], [-0.520, 2.175, -0.049], [-0.596, 0.747, -0.105], [1.970, 0.707, -0.084], [-0.248, -1.540, -0.803], [0.389, 2.614, -0.447], [-3.297, -0.914, 0.427], [-0.545, 2.446, 1.036], [1.045, -1.840, 1.349], [-1.931, -1.974, 0.326], [-0.155, -0.541, 1.992], [2.704, 0.290, 0.626], [2.601, 0.598, -1.095], [1.540, -0.348, 2.199], [-2.762, -1.240, -1.128], [0.625, -0.643, -1.956], [-1.325, 2.639, -0.541], [1.658, -1.681, -0.964], [-2.417, 0.853, -0.434], [1.837, 1.774, 0.114]], "mulliken_charge": [-0.02, 0.35, -1.23, -0.75, -0.81, -1.76, 0.67, -0.85, 0.45, 0.39, 0.34, 0.38, 0.41, 0.45, 0.32, 0.39, 0.29, 0.40, 0.45, 0.41, 0.55, 0.48, 0.31, 0.39]}

=====

What did the second record say?
{"formula": "C3H4Cl2", "method": "wB97M-V/def2-TZVPD", "lumo_energy_ha": 0.0288, "orbital_gap_ev": 10.95, "smiles": "C=CC(Cl)Cl", "energy_ev": -28219.7857, "e_above_lowest_kcal_mol": 8.6, "homo_energy_ha": -0.373, "total_charge": 0, "elements": ["Cl", "Cl", "C", "C", "C", "H", "H", "H", "H"], "coordinates": [[0.404, 1.644, -0.043], [1.332, -1.177, -0.034], [-0.030, -0.055, 0.375], [-1.246, -0.406, -0.404], [-2.469, -0.551, 0.124], [-2.542, -0.749, 1.179], [-3.404, -0.489, -0.460], [-1.017, -0.571, -1.442], [-0.065, -0.051, 1.463]], "mulliken_charge": [-0.16, -0.17, 0.07, -0.22, -0.60, 0.24, 0.24, 0.31, 0.29]}

=====

What did the fourth record say?
{"formula": "C6H16N2", "method": "wB97M-V/def2-TZVPD", "lumo_energy_ha": [-0.2638, -0.5183], "orbital_gap_ev": [9.45, 6.53], "energy_ev": -9436.6608, "e_above_lowest_kcal_mol": 0.0, "homo_energy_ha": [-0.611, -0.758], "total_charge": 2, "s2": 2.008, "spin_multiplicity": 3, "elements": ["N", "N", "C", "C", "C", "C", "C", "C", "H", "H", "H", "H", "H", "H", "H", "H", "H", "H", "H", "H", "H", "H", "H", "H"], "coordinates": [[-1.745, 0.158, -0.204], [0.792, -0.083, 0.058], [0.726, -1.119, -0.967], [-2.438, -1.103, -0.143], [0.753, -0.776, 1.419], [-0.520, 2.175, -0.049], [-0.596, 0.747, -0.105], [1.970, 0.707, -0.084], [-0.248, -1.540, -0.803], [0.389, 2.614, -0.447], [-3.297, -0.914, 0.427], [-0.545, 2.446, 1.036], [1.045, -1.840, 1.349], [-1.931, -1.974, 0.326], [-0.155, -0.541, 1.992], [2.704, 0.290, 0.626], [2.601, 0.598, -1.095], [1.540, -0.348, 2.199], [-2.762, -1.240, -1.128], [0.625, -0.643, -1.956], [-1.325, 2.639, -0.541], [1.658, -1.681, -0.964], [-2.417, 0.853, -0.434], [1.837, 1.774, 0.114]], "mulliken_charge": [-0.02, 0.35, -1.23, -0.75, -0.81, -1.76, 0.67, -0.85, 0.45, 0.39, 0.34, 0.38, 0.41, 0.45, 0.32, 0.39, 0.29, 0.40, 0.45, 0.41, 0.55, 0.48, 0.31, 0.39]}